# 1
A structure of composition C23H38ClIrN5O2. Source: the OMol25 dataset; level of theory: the ωB97M-V functional and the def2-TZVPD basis.

Multiplicity: 6
DFT total energy, a.u.: -1886.31209
Frontier orbital gap (alpha / beta), eV: 6.36 / 3.76
Maximum force, Eh/bohr: 0.0236
Energy relative to the best compared isomer or geometry (same formula, charge and spin), kcal per mole: 31.4
Molar mass, g/mol: 644.3
LUMO energy (alpha / beta), eV: -12.076 / -14.894
Total charge: +4

Structure (XYZ):
```
70
C23H38ClIrN5O2 (the ωB97M-V functional and the def2-TZVPD basis)
Ir 0.780 -1.541 -2.860
Cl 2.575 7.240 4.819
O 3.067 0.399 -3.591
O -1.061 2.467 2.665
N -0.734 -2.302 -4.200
N 0.112 -0.463 -1.208
N -0.449 1.339 -0.020
N -0.523 0.223 0.751
N 1.763 -3.644 -6.236
C -3.475 1.269 3.533
C -1.955 1.833 5.432
C 0.393 0.942 3.920
C 2.039 5.365 2.999
C 2.271 5.674 4.373
C 2.349 -0.431 -3.373
C -1.253 -1.091 -4.907
C -0.591 -3.453 -5.173
C -2.162 0.906 4.231
C 2.204 -4.792 -5.468
C 2.683 -3.004 -7.149
C 1.791 3.038 3.611
C -0.055 0.910 -1.177
C 2.008 3.367 4.980
C 2.250 4.650 5.366
C -0.938 1.163 3.195
C -2.177 -0.551 4.696
C 1.619 1.598 3.239
C 1.805 4.071 2.641
C -1.773 -2.760 -3.206
C -0.186 -0.841 0.058
C -1.215 0.164 2.080
C 0.336 -3.375 -6.385
H 2.513 1.087 3.615
H -1.164 1.504 6.103
H -2.948 -0.658 5.461
H 2.058 6.168 2.275
H -0.524 -0.729 -5.629
H 2.018 2.581 5.724
H 0.093 1.564 -2.023
H -3.408 2.205 2.981
H -2.869 1.835 6.025
H 3.707 -3.138 -6.809
H 0.327 1.341 4.927
H -0.871 3.113 3.354
H 2.303 -4.512 -4.411
H -2.273 0.207 1.832
H -1.588 -3.533 -5.617
H 3.175 -5.125 -5.827
H 1.468 -5.595 -5.543
H -1.463 -0.305 -4.178
H -2.694 -3.026 -3.731
H 1.610 1.473 2.155
H 0.559 -0.130 4.030
H 0.208 -2.455 -6.954
H -0.989 -0.835 2.449
H 1.624 3.822 1.604
H 2.577 -3.500 -8.129
H -3.842 0.480 2.873
H -1.411 -3.637 -2.670
H 2.421 -1.955 -7.280
H -2.446 -1.253 3.905
H 2.443 4.912 6.398
H -2.000 -1.946 -2.519
H -0.006 -4.187 -7.047
H -1.788 2.875 5.145
H -0.204 -1.848 0.442
H -0.434 -4.369 -4.603
H -4.249 1.395 4.291
H -1.243 -0.860 5.166
H -2.187 -1.338 -5.418
```

Here are the Mulliken charges for atoms 1 to 5, given in e:
1 Ir 0.959
2 Cl 0.014
3 O -0.153
4 O -0.641
5 N 0.033

=====

# 2
A structure of composition C23H38F3HfN2SbSe2Si3Te2. Source: the OMol25 dataset; level of theory: the ωB97M-V functional and the def2-TZVPD basis.

Multiplicity: 1
DFT total energy, a.u.: -7804.17116
Frontier orbital gap, eV: 6.90
Maximum force, Eh/bohr: 0.0204
Energy relative to the best compared isomer or geometry (same formula, charge and spin), kcal per mole: 0.0
Molar mass, g/mol: 1197.2
LUMO energy, eV: -0.412
Total charge: 0

Structure (XYZ):
```
75
C23H38F3HfN2SbSe2Si3Te2 (the ωB97M-V functional and the def2-TZVPD basis)
Hf 0.441 -2.405 1.076
Te -0.530 -5.952 2.714
Te 0.369 -3.694 3.851
Sb 0.204 -0.004 -1.499
Se 2.466 -3.339 2.575
Se -0.538 -4.854 0.438
Si -1.426 -2.684 -2.258
Si -0.207 2.690 0.733
Si 2.472 2.121 -0.871
F 4.110 -3.106 -0.938
F 1.920 -1.491 0.133
F 2.229 -3.855 -0.943
N 0.570 -0.113 2.038
N -1.702 -1.737 1.481
C 1.898 2.652 -2.582
C -2.025 -1.656 -3.732
C -2.891 -3.799 -1.851
C -0.883 -1.726 -0.723
C 0.486 3.610 2.221
C -4.238 -0.875 0.877
C 2.535 1.198 2.154
C 3.829 0.856 -1.084
C 1.026 1.340 0.120
C -1.513 1.206 -2.030
C -1.799 1.941 1.387
C 3.032 -3.152 -1.655
C 1.423 0.748 1.430
C 1.614 0.303 4.164
C 2.644 0.965 3.504
C -0.587 4.041 -0.511
C -0.035 -3.694 -2.990
C 3.216 3.698 -0.158
C -3.300 -1.008 -0.118
C -2.617 -1.612 2.447
C -2.001 -1.443 0.193
C 0.628 -0.237 3.375
C -3.895 -1.178 2.200
H 3.502 1.339 4.048
H -0.165 -0.829 3.818
H 3.691 3.600 0.817
H -1.275 4.723 -0.003
H -1.285 -0.948 -4.114
H -0.186 4.449 2.424
H 1.606 0.161 5.235
H -2.632 -4.834 -2.083
H -4.610 -1.093 3.004
H 1.487 4.014 2.066
H 4.197 0.473 -0.130
H 3.474 0.001 -1.663
H 2.661 3.327 -2.981
H 4.669 1.308 -1.617
H -1.068 3.717 -1.430
H 0.508 2.985 3.115
H 3.991 4.011 -0.864
H -3.187 -3.775 -0.802
H -5.240 -0.542 0.638
H -2.955 -1.113 -3.551
H -2.560 2.725 1.445
H 0.303 4.615 -0.773
H -3.548 -0.790 -1.148
H -3.756 -3.523 -2.459
H -2.303 -1.889 3.447
H 0.833 -3.084 -3.247
H -0.412 -4.148 -3.911
H 3.295 1.786 1.667
H -2.202 1.124 0.789
H -1.165 2.014 -2.675
H -1.639 1.562 2.398
H -2.176 0.581 -2.622
H 0.287 -4.503 -2.335
H 1.787 1.827 -3.286
H -2.077 1.626 -1.204
H 0.961 3.210 -2.558
H 2.492 4.512 -0.092
H -2.229 -2.373 -4.532
```

Here are the Mulliken charges for atoms 1 to 5, given in e:
1 Hf -0.553
2 Te -0.115
3 Te -0.049
4 Sb 0.215
5 Se -0.364

=====

# 3
An isolated molecule of C23H38N4O5S. Source: the OMol25 dataset; level of theory: the ωB97M-V functional and the def2-TZVPD basis.

Multiplicity: 1
DFT total energy, a.u.: -1892.64409
Frontier orbital gap, eV: 9.17
Maximum force, Eh/bohr: 0.0173
Energy relative to the best compared isomer or geometry (same formula, charge and spin), kcal per mole: 0.3
Molar mass, g/mol: 482.6
LUMO energy, eV: 0.347
Structure (SMILES): CCC[C@@H](C(=O)NC(C)(C)C)N(CCN1CCOCC1)C(=O)CNS(=O)(=O)c1ccccc1
Total charge: 0

Structure (XYZ):
```
71
C23H38N4O5S (the ωB97M-V functional and the def2-TZVPD basis)
S -1.346 1.323 0.984
O -1.189 2.374 1.947
O -1.794 -0.821 -1.307
O -0.782 0.042 1.318
O 3.744 4.323 -0.296
O 2.325 -3.355 -0.021
N 0.457 -0.955 -1.350
N 0.687 -2.432 1.261
N -0.571 1.899 -0.364
N 2.440 1.803 -0.433
C -3.763 2.253 0.151
C -5.724 0.895 -0.088
C 1.262 -2.775 0.102
C 2.517 4.094 0.359
C 0.101 -2.841 -3.635
C 0.846 -3.198 -2.350
C -3.683 -0.096 0.691
C 3.862 3.498 -1.429
C -5.100 2.130 -0.186
C 2.185 0.401 -0.156
C -0.660 1.229 -1.641
C 3.733 2.020 -1.062
C 0.215 -2.179 3.603
C -1.382 -3.192 -3.583
C -5.020 -0.215 0.351
C -3.073 1.136 0.580
C 0.398 -2.396 -1.123
C -0.702 -0.280 -1.407
C 1.776 -0.362 -1.432
C 2.361 2.629 0.764
C 1.256 -2.657 2.592
C 2.553 -1.859 2.753
C 1.529 -4.152 2.773
H -1.592 1.483 -2.168
H 1.912 -4.343 3.771
H 2.349 -0.795 2.669
H 1.919 -3.060 -2.498
H 4.843 3.707 -1.859
H 3.156 2.369 1.484
H 3.809 1.412 -1.966
H 0.609 -2.256 4.613
H -3.255 3.204 0.098
H -0.076 -1.767 1.229
H 2.513 4.740 1.238
H 4.561 1.742 -0.384
H 0.569 -3.384 -4.459
H 2.261 -4.486 2.043
H 0.614 -4.722 2.632
H -5.654 2.993 -0.524
H -1.515 -4.240 -3.325
H 3.260 -2.153 1.981
H 1.686 4.374 -0.305
H 0.212 -1.773 -3.838
H -0.624 2.904 -0.410
H 1.389 2.482 1.238
H -0.646 -2.625 -0.896
H 2.475 -1.179 -1.612
H -3.102 -0.939 1.024
H -0.050 -1.143 3.404
H -1.843 -3.017 -4.553
H 1.824 0.317 -2.286
H 0.196 1.536 -2.246
H 0.693 -4.253 -2.120
H -0.685 -2.787 3.534
H 2.996 -2.056 3.726
H 3.064 -0.083 0.299
H 1.361 0.348 0.557
H -6.765 0.800 -0.356
H -5.511 -1.173 0.426
H -1.898 -2.581 -2.848
H 3.080 3.755 -2.160
```

Here are the Mulliken charges for atoms 1 to 5, given in e:
1 S 1.269
2 O -0.764
3 O -0.621
4 O -0.640
5 O -0.404

=====

> What is the total charge in the first record?

+4